Record 1
Here is 2 unconnected molecules or ions with the total composition C2H6Se at a distorted geometry from the Open Molecules 2025 dataset. Energies are from ωB97M-V/def2-TZVPD.

XYZ file:
```
9
Properties=species:S:1:pos:R:3:nbo_charge:R:1
C -0.631 -0.012 0.227 -0.6344
C 0.560 -0.929 0.196 -0.5967
Se 2.279 0.024 0.078 0.1675
H -0.335 0.792 -0.402 0.2232
H -1.564 -0.455 -0.046 0.2196
H -0.805 0.602 1.188 0.2194
H 0.585 -1.449 -0.814 0.2281
H 0.611 -1.819 0.938 0.2207
H 1.286 2.005 1.555 -0.0474
```

The value obtained for the energy above the lowest of the compared OMol25 structures with the same formula, charge and spin is 3.594 eV. Its highest occupied orbital energy (alpha / beta) is -0.3282 / -0.3285 hartree. For the orbital gap (alpha / beta), the calculation gives 6.5926 / 6.5998 eV.

***

Record 2
Here is 2 unconnected molecules or ions with the total composition C2H6Se2 at a distorted geometry from the Open Molecules 2025 dataset. Energies are from ωB97M-V/def2-TZVPD.

XYZ file:
```
10
Properties=species:S:1:pos:R:3:nbo_charge:R:1
C 1.033 1.273 0.036 -0.6439
C -0.026 -1.366 0.043 -0.6361
Se -0.632 1.827 -0.493 0.2197
Se -1.707 -1.057 0.607 0.1897
H 1.225 1.748 1.010 0.2024
H 1.805 1.089 -0.697 0.2038
H 0.386 -2.302 -0.071 0.1859
H -0.016 -0.792 -0.895 0.1640
H -0.728 0.871 -1.551 0.0489
H -1.342 -1.290 2.011 0.0657
```

The value obtained for the energy above the lowest of the compared OMol25 structures with the same formula, charge and spin is 3.693 eV. Its highest occupied orbital energy (alpha / beta) is -0.2778 / -0.2899 hartree. For the orbital gap (alpha / beta), the calculation gives 7.4361 / 7.9874 eV.

***

Record 3
Here is a gas-phase ion, C2H7Br2N2 (charge +1) at a distorted geometry from the Open Molecules 2025 dataset. Energies are from ωB97M-V/def2-TZVPD.

XYZ file:
```
13
Properties=species:S:1:pos:R:3:nbo_charge:R:1
N 0.164 1.388 1.091 -0.9038
C 0.981 0.227 1.089 0.0745
Br 2.857 0.466 1.494 0.1422
Br 0.094 -0.977 2.645 -0.0172
C 0.849 -0.611 -0.205 -0.2979
N -0.611 -0.634 -0.587 -0.7399
H 0.670 2.054 0.504 0.3891
H 0.071 1.844 2.013 0.4303
H 1.228 -1.620 -0.195 0.2630
H 1.254 -0.177 -1.055 0.2252
H -1.236 -1.000 0.229 0.4853
H -0.613 -1.117 -1.583 0.4739
H -0.737 0.468 -0.656 0.4753
```

The value obtained for the energy above the lowest of the compared OMol25 structures with the same formula, charge and spin is 0.000 eV. Its total charge is +1. Its highest occupied orbital energy is -0.5220 hartree. The SMILES is NC(Br)(Br)C[NH3+]. For the orbital gap, the calculation gives 10.0901 eV.

***

Record 4
Here is 2 unconnected molecules or ions with the total composition C2H7BrOSi at a distorted geometry from the Open Molecules 2025 dataset. Energies are from ωB97M-V/def2-TZVPD.

XYZ file:
```
12
Properties=species:S:1:pos:R:3:nbo_charge:R:1
C -0.087 1.552 -1.469 -0.5114
C -1.192 0.161 0.936 0.1011
O 0.058 -0.087 1.324 -0.8368
Si 1.109 -1.122 0.549 1.1734
Br -2.267 -1.274 0.132 -0.0415
H -0.600 2.006 -0.619 0.1854
H -0.268 1.563 -2.519 0.1778
H 0.784 0.937 -1.191 0.1477
H -1.723 0.673 1.625 0.1530
H 2.303 -1.075 1.541 -0.1645
H 1.314 -0.834 -0.826 -0.1984
H 0.568 -2.502 0.517 -0.1860
```

The value obtained for the energy above the lowest of the compared OMol25 structures with the same formula, charge and spin is 4.120 eV. Its highest occupied orbital energy (alpha / beta) is -0.2988 / -0.3237 hartree. For the orbital gap (alpha / beta), the calculation gives 8.1966 / 8.9450 eV.

***

Record 5
Here is a single C2H7BrOSi molecule at a distorted geometry from the Open Molecules 2025 dataset. Energies are from ωB97M-V/def2-TZVPD.

XYZ file:
```
12
Properties=species:S:1:pos:R:3:nbo_charge:R:1
C 1.529 -0.448 0.223 -0.6593
C 0.016 -0.956 0.544 0.2427
Br -0.519 0.010 2.427 -0.2540
O -0.773 -0.517 -0.431 -0.8575
Si -1.305 1.064 -0.866 1.2079
H 2.304 -0.828 0.944 0.2329
H 1.330 0.680 0.183 0.2252
H 1.620 -0.851 -0.767 0.2154
H -0.140 -2.049 0.812 0.2048
H -0.184 1.959 -0.507 -0.1826
H -2.605 1.210 -0.343 -0.1761
H -1.273 0.726 -2.220 -0.1996
```

The value obtained for the energy above the lowest of the compared OMol25 structures with the same formula, charge and spin is 0.568 eV. Its highest occupied orbital energy is -0.3599 hartree. The SMILES is C[C@@H](Br)O[SiH3]. For the orbital gap, the calculation gives 10.3964 eV.

***

Record 6
Here is 2 unconnected molecules or ions with the total composition C2H7Cl2N2 at a distorted geometry from the Open Molecules 2025 dataset. Energies are from ωB97M-V/def2-TZVPD.

XYZ file:
```
13
Properties=species:S:1:pos:R:3:nbo_charge:R:1
C 0.944 -0.201 0.649 -0.4313
C -3.345 -0.113 0.003 0.2136
N -2.261 -0.729 0.064 -0.7215
N 0.020 0.762 -0.080 -0.7368
Cl -3.272 1.480 -0.711 0.0534
Cl -4.881 -0.767 0.425 0.1137
H 1.984 0.229 0.680 0.2471
H 0.432 -0.362 1.697 0.2430
H 1.020 -1.091 0.016 0.2343
H -2.328 -1.724 0.415 0.4097
H -0.949 0.442 -0.359 0.4751
H 0.571 0.903 -0.979 0.4467
H -0.074 1.558 0.648 0.4529
```

The value obtained for the energy above the lowest of the compared OMol25 structures with the same formula, charge and spin is 0.034 eV. Its total charge is +1. Its highest occupied orbital energy is -0.5550 hartree. For the orbital gap, the calculation gives 11.6070 eV.